Record 1
62
Properties=species:S:1:pos:R:3:mulliken_spin:R:1 method="wB97M-V/def2-TZVPD" orbital_gap_ev="7.1 / 7.7" charge=+2 homo_ev="-15.2 / -15.2" spin_multiplicity=2 de_lowest_kcal_mol=1.00
V 0.28640 0.78818 -0.73111 1.15
O 5.94092 1.36941 0.55506 0.00
C 5.45010 0.34337 1.23275 0.00
O 6.11863 -0.35477 1.93366 0.00
C 3.98428 0.02988 1.06475 0.00
C 3.32147 -1.00581 1.73078 0.01
Cl 3.87830 -2.12260 2.84717 0.00
N 2.02726 -1.00122 1.35358 -0.01
N 1.80956 -0.02860 0.45040 -0.01
C 2.98315 0.60200 0.28841 0.02
C 2.90285 1.77945 -0.62869 0.00
O 3.81512 2.50700 -0.87415 0.00
O 1.66155 1.90558 -1.11593 -0.03
C 0.98296 -1.87028 1.82959 0.01
C 0.40444 -1.59351 3.05637 0.00
C -0.55379 -2.46455 3.55602 0.00
C -0.90981 -3.59490 2.83122 0.00
C -0.31366 -3.85958 1.60285 0.00
C 0.64274 -2.99352 1.09448 0.00
H 5.28232 1.84892 0.01657 0.00
H 0.73284 -0.73099 3.62512 0.00
H -0.99605 -2.28022 4.52627 0.00
H -1.63003 -4.29097 3.24140 0.00
H -0.56797 -4.75899 1.05776 0.00
H 1.14726 -3.20746 0.16125 0.00
C -1.95003 2.75501 -1.39647 0.01
N -1.03424 1.79720 -2.06163 -0.01
C -0.26925 2.53869 -3.10939 0.00
C -1.82284 0.71922 -2.73518 -0.01
C -0.88888 -0.41878 -3.02436 -0.03
C -1.00149 -1.27136 -4.10997 0.00
C -0.06015 -2.27961 -4.29098 0.00
C 1.00156 -2.43176 -3.40847 0.00
C 1.12822 -1.58506 -2.31320 0.00
C 0.17487 -0.58652 -2.13413 -0.08
H -2.60003 3.22188 -2.13900 0.00
H -1.36975 3.53447 -0.90470 0.00
H -2.56696 2.23720 -0.66534 0.00
H -0.97470 2.97827 -3.81603 0.00
H 0.39438 1.85678 -3.63504 0.00
H 0.32166 3.32406 -2.64911 0.00
H -2.29468 1.11788 -3.63578 0.00
H -2.61564 0.40338 -2.05383 0.00
H -1.80547 -1.14318 -4.82475 0.00
H -0.14361 -2.93959 -5.14414 0.00
H 1.74126 -3.20280 -3.57892 0.00
H 1.96869 -1.69527 -1.64083 0.00
C -2.77481 3.26712 3.04123 0.00
C -1.51329 2.40380 2.94260 0.00
C -1.68717 1.24273 2.02672 0.01
N -0.98014 0.99707 0.97796 0.01
N -1.33129 -0.12134 0.27880 -0.03
C -2.34788 -0.76175 0.80716 0.00
N -2.88866 -1.85942 0.29156 0.00
S -2.92917 0.03859 2.23529 0.01
H -2.58736 4.10919 3.70351 0.00
H -3.61516 2.70506 3.45048 0.00
H -3.06381 3.65847 2.06577 0.00
H -1.24101 2.02655 3.93137 0.00
H -0.66738 2.98400 2.57276 0.00
H -2.45586 -2.30129 -0.50448 0.00
H -3.65081 -2.33473 0.74498 0.00

***

Record 2
120
Properties=species:S:1:pos:R:3:lowdin_charge:R:1 method="wB97M-V/def2-TZVPD" orbital_gap_ev=5.8 charge=+1 homo_ev=-9.9
C -2.30576 5.89419 0.38019 -0.12
O -2.27488 5.09532 -0.78279 -0.21
C -3.28424 5.42892 -1.72705 -0.22
C -4.70905 5.10312 -1.28937 -0.17
C -5.17957 3.74143 -1.79370 -0.19
C -4.36089 2.61531 -1.14265 -0.19
C -5.04478 1.96229 0.07250 -0.16
C -4.09861 1.85039 1.29759 -0.20
C -4.01170 0.44141 1.85469 -0.17
C -2.84824 0.21049 2.84043 -0.15
N -1.66661 1.04306 2.52372 -0.08
P -1.49609 2.57601 3.40882 0.81
O -1.37032 3.75546 2.55509 -0.35
C -0.80920 0.70524 1.60325 -0.35
N -0.97291 -0.38964 0.81039 0.13
C -0.16470 -1.60369 1.16412 -0.13
C -0.73863 -2.86922 0.53572 -0.14
C -0.00075 -3.30800 -0.73069 -0.21
N 1.46376 -3.33874 -0.60401 -0.04
C 2.04895 -2.28841 -1.44358 -0.18
C 3.51060 -2.04101 -1.22819 -0.14
C 4.23854 -2.47884 -0.12525 -0.03
C 5.58501 -2.15235 -0.00295 -0.08
C 6.23605 -1.41324 -0.98412 -0.07
C 5.52390 -0.97569 -2.09628 -0.01
C 4.17507 -1.28284 -2.19809 -0.27
O 3.44046 -0.83090 -3.28600 0.03
N 0.28601 1.56758 1.43211 -0.05
C 0.44240 2.02548 0.03694 -0.07
C 1.18802 1.05620 -0.86412 -0.25
O 2.33706 1.20611 -1.15931 0.11
C 1.55179 1.08362 2.02352 -0.03
C 1.44774 0.83649 3.50366 -0.49
O 2.08950 1.42714 4.27729 0.21
F 0.59082 -0.08890 3.95147 0.11
H -1.33294 5.82732 0.85354 0.08
H -3.03820 5.51312 1.09428 0.07
H -2.52589 6.93953 0.15927 0.09
H -3.02406 4.92686 -2.65533 0.12
H -3.20804 6.49978 -1.93656 0.12
H -4.82646 5.18525 -0.21087 0.11
H -5.36198 5.86509 -1.71262 0.12
H -5.00702 3.72146 -2.86479 0.08
H -6.23961 3.63434 -1.57821 0.11
H -4.11929 1.85520 -1.88340 0.10
H -3.40777 3.05895 -0.85893 0.08
H -5.27671 0.94337 -0.22982 0.10
H -5.95938 2.48296 0.32971 0.11
H -4.49248 2.53127 2.05237 0.12
H -3.13809 2.25247 0.98769 0.08
H -4.91980 0.25246 2.42221 0.13
H -4.01667 -0.30766 1.06386 0.11
H -2.58351 -0.84030 2.88913 0.13
H -3.18097 0.50678 3.82846 0.11
H -0.44415 2.39123 4.31801 0.04
H -2.68332 2.59983 4.15364 0.05
H -1.94999 -0.60162 0.64091 0.12
H 0.83555 -1.45187 0.77366 0.09
H -0.13073 -1.71359 2.24290 0.11
H -1.78963 -2.74042 0.27313 0.11
H -0.72929 -3.67754 1.26120 0.12
H -0.33039 -4.30238 -1.02245 0.12
H -0.28101 -2.65732 -1.55760 0.11
H 1.73950 -3.19326 0.35827 0.08
H 1.85713 -2.54963 -2.47861 0.13
H 1.51622 -1.33746 -1.29501 0.07
H 3.76292 -3.06311 0.64749 0.09
H 6.16320 -2.46448 0.85306 0.10
H 7.28494 -1.17362 -0.91500 0.11
H 6.02416 -0.38690 -2.84923 0.12
H 3.47799 0.13093 -3.28809 0.10
H -0.55852 2.14527 -0.37398 0.13
H 0.93544 2.99187 0.03883 0.15
H 0.64957 0.18071 -1.25409 0.10
H 2.29094 1.86601 1.91993 0.16
H 1.94759 0.17907 1.55166 0.13
C 3.40791 -2.48406 4.42856 -0.09
C 3.31362 -3.68863 5.35293 -0.27
N 3.70126 -4.92936 4.71330 -0.20
C 3.35228 -6.10914 5.48876 -0.25
C 4.03400 -6.30915 6.84718 -0.08
C 5.01972 -4.94102 4.10219 -0.25
C 6.23128 -4.63126 4.99094 -0.08
H 2.83006 -2.64700 3.51498 0.06
H 3.00478 -1.60311 4.93315 0.06
H 4.43744 -2.25524 4.15095 0.07
H 2.27307 -3.78933 5.67429 0.12
H 3.89757 -3.47743 6.26208 0.11
H 3.52696 -6.99305 4.87047 0.11
H 2.26983 -6.08425 5.65197 0.11
H 5.06866 -6.63083 6.74117 0.06
H 3.51342 -7.09006 7.40417 0.07
H 4.01250 -5.40576 7.45743 0.07
H 5.01363 -4.22569 3.27689 0.09
H 5.16481 -5.91029 3.62065 0.12
H 6.05739 -3.77520 5.64471 0.07
H 7.09257 -4.39145 4.36390 0.07
H 6.51527 -5.48125 5.60812 0.06
C -0.87804 1.04675 -4.05694 -0.09
C -1.01920 1.18247 -5.56553 -0.27
N -2.34646 0.85856 -6.04671 -0.20
C -2.41337 0.70450 -7.49180 -0.24
C -2.12819 1.93262 -8.36399 -0.08
C -3.43564 1.60110 -5.44035 -0.24
C -3.40629 3.13219 -5.54368 -0.07
H -1.17431 0.04859 -3.72548 0.08
H 0.16466 1.20471 -3.77206 0.06
H -1.47878 1.78547 -3.52001 0.06
H -0.31397 0.48958 -6.03069 0.12
H -0.69802 2.19397 -5.85982 0.10
H -3.39685 0.30517 -7.75167 0.11
H -1.70427 -0.08151 -7.76867 0.11
H -2.95632 2.63977 -8.35796 0.06
H -1.98620 1.61827 -9.39918 0.07
H -1.22244 2.45632 -8.05683 0.07
H -3.48058 1.33283 -4.37954 0.09
H -4.37574 1.23133 -5.85551 0.12
H -2.41817 3.54261 -5.32820 0.07
H -4.10214 3.56054 -4.82007 0.05
H -3.71567 3.48293 -6.52603 0.06

***

Record 3
18
Properties=species:S:1:pos:R:3:nbo_charge:R:1 method="wB97M-V/def2-TZVPD" orbital_gap_ev=9.1 smiles=CNc1ncnc2[nH]ncc12 homo_ev=-8.4 de_lowest_kcal_mol=26.29
C -0.96632 0.60340 2.66921 -0.41
C -0.20024 0.08611 0.47995 0.45
C -0.89400 -1.91684 -0.29257 0.29
C 0.43668 -0.76246 -1.66843 0.36
C 1.40962 1.19629 -1.34744 -0.03
C 0.56079 0.25084 -0.69935 -0.28
H -0.24884 -0.02140 3.32929 0.20
H -1.20223 1.55710 3.17604 0.20
H -1.96926 0.16097 2.54884 0.22
H -0.06929 1.92165 1.37023 0.40
H -1.42895 -2.86410 -0.09288 0.18
H 1.27283 -0.84326 -3.64621 0.42
H 1.94510 2.15545 -1.15907 0.23
N -0.39556 0.97438 1.43381 -0.56
N -0.89332 -1.03407 0.69153 -0.54
N -0.19167 -1.89024 -1.46500 -0.51
N 1.14232 -0.40883 -2.74691 -0.37
N 1.69233 0.83502 -2.58105 -0.24

***

Record 4
95
Properties=species:S:1:pos:R:3:mulliken_spin:R:1 method="wB97M-V/def2-TZVPD" orbital_gap_ev="6.6 / 5.3" charge=+2 homo_ev="-13.0 / -13.2" spin_multiplicity=4 de_lowest_kcal_mol=34.87
W 0.29341 0.26570 -0.95933 1.51
O 7.91638 -0.33476 0.48306 0.00
C 7.00110 -1.15071 1.03516 0.00
O 7.25029 -1.78663 2.01643 0.00
C 5.64494 -1.20880 0.38857 0.00
C 4.98929 -2.43522 0.37939 0.00
C 3.70439 -2.53296 -0.11341 -0.01
C 3.05750 -1.39328 -0.57417 -0.05
C 3.69465 -0.16906 -0.55669 0.04
C 4.99904 -0.07983 -0.08706 0.03
N 1.68645 -1.44696 -1.06476 0.07
C 1.23190 -2.51287 -1.56521 0.05
C -0.14595 -2.55251 -2.11279 0.05
C -0.69854 -3.70856 -2.59748 -0.01
C -1.98584 -3.65375 -3.13668 0.02
C -2.62718 -2.43614 -3.18868 -0.01
C -1.98823 -1.31030 -2.67409 0.03
N -0.78092 -1.38116 -2.12723 0.05
H 7.61102 0.01604 -0.36318 0.00
H 5.48925 -3.30346 0.78794 0.00
H 3.20101 -3.49063 -0.06934 0.00
H 3.21412 0.70796 -0.96407 -0.02
H 5.48537 0.88841 -0.06044 0.00
H 1.86192 -3.39468 -1.66210 0.00
H -0.13879 -4.63389 -2.55533 0.00
H -2.46238 -4.54711 -3.51796 0.00
H -3.61163 -2.33766 -3.62630 0.00
H -2.45203 -0.33248 -2.69401 0.03
Cl -1.45335 3.47009 -6.65205 0.04
C -0.59410 2.70033 -5.41543 0.12
C 0.82078 2.40668 -5.61135 0.15
Cl 1.55917 2.88772 -7.04811 0.05
C 1.56486 1.74611 -4.65285 -0.03
Cl 3.21734 1.37570 -4.83514 -0.01
C 0.91337 1.36156 -3.47803 0.23
O 1.47701 0.72964 -2.51191 0.20
C -0.48091 1.70123 -3.25946 0.15
O -0.94233 1.34648 -2.12370 0.16
C -1.23130 2.36331 -4.24762 0.00
Cl -2.87628 2.68972 -3.93326 0.00
C 2.34087 3.46105 -1.18851 0.02
Ge 0.89729 2.65339 -0.13863 -0.04
C -0.59772 3.87590 -0.42993 0.01
C 1.55059 2.97533 1.68340 0.04
Ge 0.54584 -0.35197 1.49884 0.03
C -0.58415 0.30315 2.90911 -0.01
C -1.38261 1.44488 2.78307 0.02
C -2.23862 1.82010 3.80698 0.00
C -2.32342 1.04547 4.96087 0.00
C -1.53093 -0.08399 5.10389 0.00
C -0.65623 -0.44806 4.08623 0.00
C 1.84055 -1.39292 2.42463 0.02
C 1.70555 -2.76774 2.62744 -0.01
C 2.67246 -3.46262 3.34444 0.00
C 3.78232 -2.79307 3.84151 0.00
C 3.91295 -1.42243 3.65412 0.00
C 2.94509 -0.71784 2.94755 -0.01
H 2.26599 4.53528 -1.00824 0.00
H 2.28328 3.29404 -2.26457 0.00
H 3.31931 3.12783 -0.83762 0.00
H -0.37397 4.79772 0.10864 0.00
H -1.56437 3.49308 -0.09825 0.00
H -0.67540 4.11433 -1.49223 0.00
H 1.40744 4.04057 1.88071 0.00
H 2.62171 2.76224 1.72482 0.00
H 1.05562 2.41972 2.47645 0.00
H -1.32182 2.06665 1.89828 0.00
H -2.82911 2.72322 3.71350 0.00
H -2.99907 1.33374 5.75624 0.00
H -1.58253 -0.67418 6.01002 0.00
H -0.01816 -1.31310 4.22081 0.00
H 0.84030 -3.30464 2.24785 0.00
H 2.55731 -4.52504 3.51886 0.00
H 4.55165 -3.33639 4.37419 0.00
H 4.77129 -0.90394 4.06093 0.00
H 3.05203 0.35688 2.82903 0.00
C -6.10387 -1.43246 -0.25337 0.00
C -6.10610 0.07185 0.00301 0.00
C -5.82513 0.85219 -1.27665 0.00
C -5.15035 0.46048 1.12432 0.00
N -3.75622 0.03389 0.86347 0.00
C -3.15287 -1.13340 1.10939 0.00
N -1.95342 -1.10184 0.58893 0.01
N -1.85577 0.12908 0.02814 0.03
N -2.92023 0.80949 0.17846 0.02
H -6.89721 -1.69719 -0.95218 0.00
H -6.27341 -2.00729 0.66137 0.00
H -5.15802 -1.75954 -0.69950 0.00
H -7.09272 0.35589 0.37744 0.00
H -4.82523 0.63444 -1.66632 0.00
H -5.89423 1.93000 -1.11817 0.00
H -6.54758 0.58198 -2.04744 0.00
H -5.44141 0.00479 2.06968 0.00
H -5.11217 1.54042 1.25162 0.00
H -3.59020 -1.94267 1.67202 0.00

***

Calculated max |F| (eV/Å), listed in the same order as above: 0.65; 1.55; 3.01; 2.61